(1)
C43H56As3CsN6O4S3 | ωB97M-V/def2-TZVPD

Element x y z (Å)
Cs: 2.08 0.17 -0.74
S: -2.27 4.41 -2.06
C: -1.73 2.95 -3.25
N: -2.80 2.33 -3.74
C: -3.01 2.57 -5.25
C: -1.75 2.12 -5.96
N: -0.52 2.53 -5.29
C: 0.62 2.62 -6.17
C: 1.05 1.30 -6.82
C: 0.93 1.13 -8.20
C: 1.18 -0.08 -8.80
C: 1.51 -1.18 -7.98
C: 1.78 -1.02 -6.62
C: 1.57 0.26 -6.05
C: -0.43 2.90 -3.95
S: 1.04 3.26 -3.11
C: -3.86 1.53 -3.03
C: -4.43 0.36 -3.86
C: -3.58 -0.76 -4.13
C: -4.09 -2.01 -4.46
C: -5.43 -2.15 -4.70
C: -6.27 -1.03 -4.62
C: -5.75 0.22 -4.29
H: -3.22 3.64 -5.37
H: -3.87 2.04 -5.65
H: -1.67 2.38 -7.02
H: -1.77 1.01 -5.90
H: 1.46 2.98 -5.53
H: 0.46 3.36 -6.98
H: 0.62 2.00 -8.78
H: 1.06 -0.27 -9.86
H: 1.57 -2.18 -8.42
H: 2.07 -1.89 -6.00
H: 1.78 0.44 -5.02
H: -4.59 2.28 -2.73
H: -3.34 1.17 -2.13
H: -2.53 -0.66 -3.92
H: -3.39 -2.86 -4.58
H: -5.85 -3.12 -4.96
H: -7.33 -1.22 -4.87
H: -6.37 1.13 -4.34
C: 1.62 3.88 3.71
As: 1.86 1.92 4.10
C: 3.74 1.97 4.77
C: 0.59 1.92 5.67
C: 0.04 0.55 6.05
C: 1.20 -0.50 6.06
C: -1.16 0.03 5.20
As: -1.11 0.02 3.16
C: -2.37 1.38 2.34
C: -2.52 -1.26 2.64
C: -0.50 0.68 7.50
As: -2.19 1.61 8.04
C: -3.50 0.16 7.73
C: -2.86 2.73 6.50
H: 1.75 4.50 4.62
H: 0.61 4.08 3.30
H: 2.35 4.16 2.93
H: 3.77 2.26 5.80
H: 4.34 2.64 4.14
H: 4.09 0.93 4.60
H: -0.19 2.67 5.47
H: 1.25 2.34 6.45
H: 1.46 -0.84 5.02
H: 0.84 -1.38 6.61
H: 2.11 -0.12 6.50
H: -2.05 0.63 5.40
H: -1.40 -0.97 5.56
H: -1.92 2.36 2.54
H: -3.40 1.31 2.74
H: -2.44 1.28 1.25
H: -2.28 -1.54 1.62
H: -3.45 -0.75 2.69
H: -2.47 -2.13 3.28
H: 0.32 1.07 8.16
H: -0.77 -0.29 7.91
H: -3.82 -0.19 8.72
H: -3.04 -0.67 7.21
H: -4.29 0.56 7.16
H: -2.11 3.52 6.18
H: -3.74 3.23 6.94
H: -3.12 2.16 5.62
C: 3.09 -3.46 1.80
N: 3.54 -2.96 0.49
C: 4.64 -2.29 0.32
C: 5.18 -2.10 -1.02
C: 5.57 -3.03 -2.10
C: 6.10 -2.21 -3.10
C: 6.01 -0.90 -2.62
N: 5.43 -0.84 -1.42
C: 1.99 -4.47 1.66
C: 0.69 -4.10 1.29
C: -0.29 -5.02 0.98
C: -0.04 -6.40 1.18
C: 1.20 -6.77 1.68
C: 2.20 -5.83 1.89
H: 2.67 -2.62 2.39
H: 3.89 -3.96 2.38
H: 5.18 -1.64 1.05
H: 5.40 -4.10 -2.15
H: 6.42 -2.50 -4.09
H: 6.33 -0.03 -3.20
H: 0.40 -3.02 1.28
H: -1.21 -4.72 0.50
H: -0.78 -7.15 0.98
H: 1.38 -7.84 1.87
H: 3.20 -6.15 2.28
N: 6.39 0.34 2.46
C: 5.70 1.11 1.92
S: 3.46 2.97 -0.57
C: 4.21 2.44 0.66
N: 4.86 2.05 1.60
O: -1.30 -1.38 -0.49
O: -1.31 -1.55 -1.74
O: -3.79 4.15 -1.86
O: -2.59 5.40 -3.08

Its frontier orbital gap (spin up / spin down) is 4.304 / 3.755 eV. For the electronic energy, the calculation gives -10223.2568 Ha. As for the energy above the lowest of the compared OMol25 structures with the same formula, charge and spin: 21.1 kcal/mol. As for the HOMO energy (spin up / spin down): -1.07 / -0.52 eV. Its charge is -2. The LUMO energy (spin up / spin down) is 3.23 / 3.24 eV.



(2)
C39H35F5FeN7O2S4 | ωB97M-V/def2-TZVPD

Element x y z (Å)
Fe: 0.79 0.17 -0.23
C: 1.97 -4.03 1.24
C: 2.09 -2.75 0.70
N: 1.10 -2.20 0.01
C: -0.02 -2.90 -0.16
C: -0.17 -4.14 0.45
N: 0.82 -4.70 1.14
C: -0.99 -2.27 -1.06
C: -2.08 -2.92 -1.60
C: -2.87 -2.24 -2.53
C: -2.49 -0.95 -2.89
C: -1.38 -0.39 -2.30
N: -0.67 -1.03 -1.39
C: -0.72 0.85 -2.74
C: -1.27 1.75 -3.63
N: -0.55 2.75 -4.14
C: 0.73 2.83 -3.79
C: 1.27 1.97 -2.84
N: 0.54 1.00 -2.29
C: -4.03 -2.91 -3.17
C: -4.87 -3.73 -2.43
C: -5.92 -4.37 -3.08
N: -6.14 -4.24 -4.38
C: -5.34 -3.45 -5.09
C: -4.28 -2.75 -4.52
H: 2.78 -4.50 1.77
H: 3.00 -2.17 0.82
H: -1.10 -4.70 0.40
H: -2.31 -3.94 -1.35
H: -3.05 -0.41 -3.64
H: -2.29 1.67 -3.96
H: 1.32 3.62 -4.23
H: 2.29 2.06 -2.52
H: -4.73 -3.85 -1.36
H: -6.59 -5.02 -2.53
H: -5.55 -3.37 -6.15
H: -3.64 -2.14 -5.15
O: 2.79 0.36 -0.50
S: 4.30 0.51 -0.72
C: 5.06 1.02 0.87
C: 4.05 1.25 1.98
C: 3.77 -0.02 2.77
C: 2.80 0.20 3.91
S: 1.09 0.47 3.27
O: 1.15 0.03 1.81
C: 0.30 -0.90 4.12
C: -0.27 -1.92 3.38
C: -0.88 -2.97 4.05
C: -0.91 -2.99 5.44
C: -0.34 -1.96 6.17
C: 0.26 -0.90 5.51
C: 4.55 2.05 -1.58
C: 5.31 2.05 -2.74
C: 5.53 3.26 -3.40
C: 4.98 4.43 -2.90
C: 4.20 4.41 -1.74
C: 3.98 3.22 -1.07
H: 5.64 1.92 0.64
H: 5.76 0.22 1.12
H: 3.12 1.64 1.56
H: 4.45 2.02 2.65
H: 4.71 -0.39 3.19
H: 3.38 -0.79 2.11
H: 3.05 1.09 4.49
H: 2.76 -0.67 4.57
H: -0.24 -1.87 2.30
H: -1.32 -3.78 3.48
H: -1.40 -3.81 5.95
H: -0.37 -1.98 7.25
H: 0.71 -0.08 6.08
H: 5.72 1.12 -3.13
H: 6.13 3.28 -4.30
H: 5.16 5.37 -3.41
H: 3.77 5.33 -1.36
H: 3.39 3.19 -0.17
S: -2.65 -0.78 1.10
C: -3.73 0.49 1.01
N: -3.94 1.41 1.94
C: -4.81 2.54 1.62
C: -5.69 2.09 0.46
S: -4.78 0.73 -0.35
H: -3.33 1.44 2.74
H: -4.20 3.41 1.35
H: -5.40 2.80 2.49
H: -5.85 2.89 -0.26
H: -6.65 1.71 0.79
F: -0.75 1.83 1.69
C: -0.34 2.07 0.46
F: -1.43 2.16 -0.29
C: 0.28 3.48 0.53
F: 1.41 3.41 1.26
F: -0.54 4.32 1.11
F: 0.59 3.95 -0.68

Its frontier orbital gap (spin up / spin down) is 7.080 / 5.884 eV. For the electronic energy, the calculation gives -5396.2330 Ha. As for the energy above the lowest of the compared OMol25 structures with the same formula, charge and spin: 22.5 kcal/mol. As for the HOMO energy (spin up / spin down): -12.88 / -12.88 eV. Its charge is +2. The LUMO energy (spin up / spin down) is -5.80 / -6.99 eV. Its spin multiplicity is 6. Its expectation value of S² is 8.7595.



(3)
C42H38BBrF7N3O4PPd | ωB97M-V/def2-TZVPD

Element x y z (Å)
Pd: -0.10 -1.60 0.00
F: 4.78 -6.74 -0.37
C: 4.19 -5.52 -0.35
C: 4.93 -4.35 -0.65
F: 6.22 -4.48 -1.02
C: 4.34 -3.12 -0.57
F: 5.10 -2.03 -0.82
C: 2.98 -2.93 -0.25
P: 2.21 -1.26 -0.21
C: 3.02 -0.50 -1.65
C: 2.90 -1.22 -2.84
C: 3.39 -0.69 -4.02
C: 3.99 0.56 -4.03
C: 4.11 1.27 -2.85
C: 3.64 0.74 -1.66
C: 2.86 -0.67 1.39
C: 4.08 -0.03 1.59
C: 4.43 0.40 2.86
C: 3.58 0.19 3.93
C: 2.39 -0.49 3.75
C: 2.03 -0.92 2.49
C: 2.26 -4.13 0.06
Br: 0.41 -4.08 0.52
C: 2.85 -5.37 0.02
F: 2.13 -6.47 0.33
H: 2.42 -2.18 -2.82
H: 3.28 -1.25 -4.94
H: 4.36 0.97 -4.95
H: 4.58 2.24 -2.84
H: 3.72 1.32 -0.75
H: 4.76 0.13 0.76
H: 5.36 0.93 3.00
H: 3.85 0.56 4.91
H: 1.72 -0.66 4.58
H: 1.09 -1.44 2.33
F: 4.75 3.88 1.02
C: 3.59 3.99 0.32
C: 2.45 3.46 0.85
N: 1.24 3.58 0.21
C: 0.13 2.80 0.69
C: 0.43 1.27 0.54
O: -0.33 0.51 1.16
O: 1.39 0.96 -0.18
C: 1.14 4.18 -1.02
O: 0.09 4.31 -1.61
N: 2.32 4.69 -1.51
C: 3.61 4.63 -0.95
O: 4.55 5.10 -1.57
H: 2.46 2.92 1.79
H: -0.74 3.04 0.06
H: -0.09 3.03 1.73
H: 2.25 5.15 -2.41
C: -4.38 3.04 -2.62
C: -3.28 2.03 -2.47
C: -2.11 2.15 -3.20
C: -1.06 1.25 -3.01
C: 0.15 1.27 -3.88
C: -1.18 0.28 -2.03
C: -2.37 0.11 -1.32
C: -3.43 0.96 -1.60
N: -2.49 -1.01 -0.44
C: -3.25 -0.95 0.84
C: -2.54 -1.84 1.87
C: -3.29 -1.83 3.20
C: -4.70 -2.37 2.98
C: -5.43 -1.48 1.97
C: -5.49 -0.05 2.51
C: -4.08 0.47 2.75
C: -3.36 -0.42 3.76
C: -3.31 0.47 1.42
C: -4.68 -1.49 0.63
H: -4.29 3.58 -3.56
H: -4.30 3.77 -1.81
H: -5.36 2.58 -2.56
H: -2.00 2.95 -3.91
H: 0.07 2.03 -4.65
H: 0.28 0.30 -4.36
H: 1.05 1.46 -3.29
H: -0.31 -0.36 -1.83
H: -4.40 0.81 -1.14
H: -1.51 -1.46 2.02
H: -2.50 -2.87 1.53
H: -2.76 -2.49 3.90
H: -5.25 -2.37 3.92
H: -4.66 -3.39 2.61
H: -6.44 -1.86 1.80
H: -6.05 -0.04 3.45
H: -6.02 0.60 1.81
H: -4.12 1.49 3.13
H: -3.92 -0.43 4.71
H: -2.36 -0.04 3.95
H: -2.29 0.82 1.58
H: -3.80 1.16 0.75
H: -5.21 -0.88 -0.10
H: -4.62 -2.51 0.24
F: -2.52 -3.44 -0.52
B: -2.06 -2.26 -0.96
F: -1.45 -2.40 -2.15

Its frontier orbital gap is 5.705 eV. For the electronic energy, the calculation gives -5855.9869 Ha. As for the HOMO energy: -3.34 eV. Its charge is -1. The LUMO energy is 2.36 eV.



(4)
C9H13N2O | ωB97M-V/def2-TZVPD

Element x y z (Å)
C: 3.39 0.59 0.30
C: 2.54 1.24 -0.58
C: 2.97 -0.57 0.92
C: 1.28 0.74 -0.84
C: 1.72 -1.09 0.67
C: 0.85 -0.44 -0.21
C: -1.50 1.42 0.81
C: -3.50 0.47 0.14
C: -0.48 -0.98 -0.47
N: -1.06 -1.79 0.41
N: -1.11 -0.72 -1.60
O: -2.52 0.65 0.96
H: 4.37 0.99 0.50
H: 2.86 2.15 -1.07
H: 3.64 -1.08 1.61
H: 0.62 1.28 -1.50
H: 1.43 -2.02 1.13
H: -0.81 1.47 1.63
H: -1.46 2.14 0.01
H: -3.64 1.10 -0.72
H: -4.28 -0.20 0.47
H: -0.64 -1.95 1.31
H: -1.97 -2.18 0.24
H: -2.04 -1.06 -1.79
H: -0.65 -0.16 -2.31

Its frontier orbital gap (spin up / spin down) is 7.067 / 7.073 eV. For the electronic energy, the calculation gives -535.1621 Ha. As for the energy above the lowest of the compared OMol25 structures with the same formula, charge and spin: 78.4 kcal/mol. As for the HOMO energy (spin up / spin down): -10.89 / -10.88 eV. Its charge is +1. The LUMO energy (spin up / spin down) is -3.82 / -3.80 eV.



(5)
C8H15FN3 | ωB97M-V/def2-TZVPD

Element x y z (Å)
C: -2.36 -0.65 3.90
C: 3.19 0.15 -4.03
C: -1.97 -0.17 2.74
C: -0.52 -0.28 2.28
C: -2.87 0.78 2.00
C: 1.01 0.77 -4.48
C: 0.43 -1.18 2.97
C: 0.56 0.40 0.07
N: -0.21 0.04 1.07
N: 0.78 -0.15 -1.08
N: 1.97 0.19 -3.62
F: 1.48 -1.54 2.13
H: -3.41 -0.67 4.01
H: -1.70 -1.14 4.65
H: 3.86 -0.29 -3.28
H: 3.70 0.39 -4.96
H: -3.88 0.49 2.37
H: -2.68 0.92 1.00
H: -2.81 1.80 2.42
H: 0.15 1.25 -4.00
H: 0.49 -0.13 -4.93
H: 1.42 1.32 -5.32
H: -0.11 -2.08 3.27
H: 0.92 -0.70 3.84
H: 0.91 1.43 0.21
H: 0.40 -1.14 -1.25
H: 1.24 0.20 -2.00

Its frontier orbital gap (spin up / spin down) is 7.689 / 6.491 eV. For the electronic energy, the calculation gives -577.4965 Ha. As for the HOMO energy (spin up / spin down): -10.16 / -13.47 eV. Its charge is +1. The LUMO energy (spin up / spin down) is -2.47 / -6.98 eV. Its spin multiplicity is 3. Its expectation value of S² is 2.0108.



(6)
C6H13O2 | ωB97M-V/def2-TZVPD

Element x y z (Å)
O: 0.91 1.20 2.44
O: 0.64 2.21 3.28
C: -1.13 0.31 -1.30
C: -0.01 -0.40 -0.52
C: -0.05 -1.90 -0.81
C: 1.35 0.19 -0.93
C: -0.25 -0.25 0.99
C: -0.17 1.16 1.53
H: -1.14 1.40 -1.14
H: -1.02 0.15 -2.38
H: -2.12 -0.06 -1.00
H: 0.73 -2.39 -0.22
H: -1.02 -2.29 -0.49
H: 0.10 -2.12 -1.87
H: 2.17 -0.27 -0.37
H: 1.54 0.04 -2.00
H: 1.40 1.27 -0.75
H: -1.26 -0.64 1.19
H: 0.44 -0.91 1.54
H: -1.12 1.39 2.03
H: 0.00 1.92 0.75

Its frontier orbital gap (spin up / spin down) is 4.681 / 9.740 eV. For the electronic energy, the calculation gives -386.5188 Ha. As for the energy above the lowest of the compared OMol25 structures with the same formula, charge and spin: 113.0 kcal/mol. As for the HOMO energy (spin up / spin down): -3.89 / -11.28 eV. Its charge is 0. The LUMO energy (spin up / spin down) is 0.79 / -1.54 eV. Its spin multiplicity is 4. Its expectation value of S² is 3.7611.



- Look up the charge of the fifth one.
  +1



Repeat the fourth record exactly.
C9H13N2O | ωB97M-V/def2-TZVPD

Element x y z (Å)
C: 3.39 0.59 0.30
C: 2.54 1.24 -0.58
C: 2.97 -0.57 0.92
C: 1.28 0.74 -0.84
C: 1.72 -1.09 0.67
C: 0.85 -0.44 -0.21
C: -1.50 1.42 0.81
C: -3.50 0.47 0.14
C: -0.48 -0.98 -0.47
N: -1.06 -1.79 0.41
N: -1.11 -0.72 -1.60
O: -2.52 0.65 0.96
H: 4.37 0.99 0.50
H: 2.86 2.15 -1.07
H: 3.64 -1.08 1.61
H: 0.62 1.28 -1.50
H: 1.43 -2.02 1.13
H: -0.81 1.47 1.63
H: -1.46 2.14 0.01
H: -3.64 1.10 -0.72
H: -4.28 -0.20 0.47
H: -0.64 -1.95 1.31
H: -1.97 -2.18 0.24
H: -2.04 -1.06 -1.79
H: -0.65 -0.16 -2.31

Its frontier orbital gap (spin up / spin down) is 7.067 / 7.073 eV. For the electronic energy, the calculation gives -535.1621 Ha. As for the energy above the lowest of the compared OMol25 structures with the same formula, charge and spin: 78.4 kcal/mol. As for the HOMO energy (spin up / spin down): -10.89 / -10.88 eV. Its charge is +1. The LUMO energy (spin up / spin down) is -3.82 / -3.80 eV.



- What is the charge in the fifth record?
  +1



- The lowest electronic energy belongs to which entry?
  C43H56As3CsN6O4S3